30
Properties=species:S:1:pos:R:3:forces:R:3 method="wB97M-V/def2-TZVPD" gap_ev=10.127 total_charge=0 homo_ev=-9.5 de_lowest_kcal_mol=48.5 e_lumo_ev=0.6
O 2.889 1.240 1.514 -0.6 0.6 0.3
O 0.656 0.368 0.013 -1.0 0.1 0.6
O 0.571 -0.221 -2.863 1.2 0.4 -0.7
O -3.740 -0.109 1.084 0.5 0.5 0.2
O 2.060 -2.081 -0.661 0.2 -1.0 0.7
C -0.544 0.337 0.858 1.0 0.1 -1.7
C -4.227 0.316 -0.209 0.2 -1.1 1.6
C 2.488 2.571 1.906 0.8 -0.1 0.6
C -0.635 -0.673 -3.413 -0.1 -0.1 1.0
C 2.129 -2.518 0.698 0.5 0.2 0.1
H 1.538 2.522 2.436 -0.2 -0.2 -0.6
H -5.111 0.924 -0.015 -0.1 0.1 -0.7
H -1.201 0.148 -3.853 -0.3 0.0 0.0
H 1.339 0.706 0.597 0.9 0.1 -0.2
H -4.425 -0.639 -0.696 -0.3 0.5 -0.9
H 1.609 -1.877 1.411 -0.3 0.2 -0.2
H -4.388 -0.692 1.487 -0.1 0.0 -0.1
H -1.290 -0.086 0.185 -0.2 -0.3 0.7
H 3.767 1.274 1.128 0.0 0.0 -0.1
H -0.490 -1.440 -4.174 0.3 0.1 0.1
H -0.825 1.370 1.061 -0.1 -0.1 0.4
H -3.416 0.875 -0.675 -0.3 0.0 -0.1
H 3.153 2.978 2.667 0.4 -0.1 0.0
H 1.632 -1.223 -0.715 -0.2 0.1 0.3
H 1.800 -3.542 0.874 -0.5 -0.1 -0.6
H 3.158 -2.560 1.056 0.4 0.3 -0.2
H 0.409 0.124 -1.982 0.0 0.1 0.2
H -0.311 -0.258 1.741 -0.5 0.1 0.0
H 2.520 3.281 1.079 -0.5 -0.2 -0.1
H -1.114 -1.117 -2.540 -1.1 -0.3 -0.5